The following is a DFT calculation (ωB97M-V/def2-TZVPD) of a 9-piece molecular cluster, C71H145N7O11 overall.

```
234
Properties=species:S:1:pos:R:3:forces:R:3
C 6.816 0.289 8.008 0.0 -0.7 1.1
C 7.333 0.758 6.663 -1.0 -0.7 -0.9
C 8.041 2.075 6.904 0.9 0.2 -1.5
C 8.834 2.523 5.658 0.0 0.4 0.4
C 9.811 1.474 5.117 -1.1 1.2 0.1
C 9.121 0.129 4.822 1.0 1.9 -0.2
N 8.277 -0.200 6.031 1.9 0.7 -0.2
O 7.766 -1.480 5.861 -1.0 -0.6 -0.2
C 8.388 0.271 3.419 -0.7 -0.2 1.9
C 10.310 -0.801 4.702 -0.3 -2.2 0.4
C 6.056 0.925 5.773 0.5 0.8 -0.1
H 7.548 0.079 8.787 0.7 -0.1 -0.4
H 6.184 -0.599 7.977 -0.1 0.0 -0.3
H 6.240 1.079 8.490 -0.3 0.2 -0.4
H 7.262 2.801 7.134 0.2 0.2 0.3
H 8.803 1.998 7.680 -0.4 -0.2 0.5
H 9.446 3.389 5.911 -0.2 0.3 0.1
H 8.139 2.871 4.893 0.0 -0.1 -0.2
H 10.690 1.420 5.759 -0.2 -0.5 0.4
H 10.216 1.934 4.215 0.0 -0.4 -0.4
H 9.054 0.399 2.566 0.1 -0.2 0.3
H 7.705 -0.571 3.308 0.2 -0.2 -0.3
H 7.724 1.131 3.512 0.2 0.2 -0.4
H 10.800 -1.023 5.650 -0.3 0.3 0.4
H 9.936 -1.773 4.380 0.2 -0.2 -0.3
H 11.151 -0.510 4.073 -0.5 0.5 -0.5
H 6.310 1.489 4.876 0.0 -0.2 -0.2
H 5.302 1.551 6.251 -0.1 -0.2 0.4
H 5.606 -0.029 5.499 0.2 0.0 0.1
H 8.076 -1.983 6.618 0.1 0.0 0.1
C 4.168 -9.141 -0.983 0.3 1.4 -1.0
C 4.447 -7.878 -1.877 0.2 -0.1 1.4
C 5.808 -7.199 -1.367 0.9 -1.2 -2.2
C 7.089 -8.050 -1.809 -2.2 0.4 1.3
C 7.034 -8.285 -3.293 0.4 -0.8 -1.0
C 5.713 -8.892 -3.953 1.1 0.5 0.5
N 4.522 -8.288 -3.301 4.2 1.8 0.2
O 3.403 -8.833 -3.797 -2.4 -0.8 -0.3
C 5.733 -8.562 -5.515 0.5 0.0 1.4
C 5.854 -10.434 -3.751 -1.5 0.7 -0.1
C 3.323 -6.776 -1.776 0.1 -1.3 -0.1
H 5.108 -9.690 -1.033 -0.3 -0.3 0.5
H 3.365 -9.713 -1.450 0.0 -0.1 0.3
H 3.938 -8.802 0.027 -0.1 -0.4 0.1
H 5.905 -6.289 -1.958 -0.1 0.4 0.2
H 5.872 -6.944 -0.309 -0.6 -0.2 0.0
H 7.107 -8.998 -1.272 -0.4 -0.3 0.0
H 8.021 -7.614 -1.452 0.0 0.5 -0.4
H 7.772 -9.074 -3.437 0.2 0.1 -0.5
H 7.436 -7.434 -3.842 -0.4 0.3 -0.1
H 5.886 -7.490 -5.647 -0.2 0.1 0.0
H 6.619 -9.032 -5.941 0.0 -0.2 0.0
H 4.875 -8.883 -6.106 -0.1 -0.1 0.4
H 6.795 -10.830 -4.134 -0.1 0.1 0.0
H 5.701 -10.687 -2.702 0.4 -0.1 0.0
H 4.998 -10.867 -4.270 0.1 -0.4 -0.2
H 2.347 -7.209 -1.996 -0.1 -0.2 -0.3
H 3.508 -5.996 -2.515 0.1 0.2 0.2
H 3.154 -6.391 -0.771 0.6 0.2 0.0
H 2.909 -8.041 -4.023 -0.6 -0.2 -0.5
C -5.525 -7.022 -1.125 -0.6 -0.7 -0.4
C -7.033 -7.541 -1.084 1.3 0.6 -1.8
C -7.560 -7.522 -2.565 0.4 -0.7 -0.3
C -7.028 -8.662 -3.419 0.1 -1.9 0.3
C -7.387 -10.019 -2.781 1.3 0.5 1.4
C -6.969 -10.150 -1.210 -0.8 -0.6 -1.4
N -7.174 -8.880 -0.521 -2.0 0.4 -3.2
O -6.794 -8.921 0.756 0.9 -0.1 2.8
C -7.922 -11.254 -0.649 1.0 0.3 -0.2
C -5.515 -10.625 -1.063 1.1 -0.2 0.3
C -7.907 -6.496 -0.355 0.8 -0.3 0.2
H -4.873 -7.579 -1.799 -0.4 -0.4 -0.4
H -4.977 -7.146 -0.191 -0.5 0.7 0.3
H -5.536 -6.027 -1.570 0.2 0.3 0.6
H -8.646 -7.599 -2.519 -0.1 0.0 -0.1
H -7.315 -6.606 -3.102 0.0 0.4 0.6
H -5.958 -8.678 -3.626 0.3 0.6 0.5
H -7.418 -8.833 -4.423 -0.5 1.1 -0.2
H -6.822 -10.782 -3.317 -0.1 -0.3 0.1
H -8.443 -10.200 -2.984 -0.1 -0.1 0.6
H -7.631 -11.570 0.353 -0.1 0.2 0.1
H -8.970 -10.958 -0.691 0.1 0.1 0.0
H -7.750 -12.116 -1.293 -0.3 -0.2 0.0
H -5.217 -11.613 -1.416 -0.8 -0.1 -0.9
H -4.794 -9.926 -1.485 -0.1 0.2 -0.2
H -5.164 -10.781 -0.043 -0.6 0.7 0.5
H -8.958 -6.787 -0.343 0.0 -0.1 0.1
H -7.799 -5.541 -0.868 -0.1 0.0 -0.1
H -7.529 -6.324 0.653 -0.2 -0.1 0.2
H -7.614 -8.780 1.235 0.0 -0.1 0.5
C 11.247 9.741 -2.112 0.5 0.2 -0.7
C 10.569 8.609 -2.919 -0.6 -1.6 -0.5
C 11.282 7.236 -2.487 -1.6 0.3 -0.2
C 10.439 5.982 -2.749 -0.8 0.1 -0.1
C 8.972 6.158 -2.284 1.4 -0.8 -0.2
C 8.297 7.417 -2.737 -0.5 -0.2 -2.4
N 9.134 8.583 -2.572 1.2 -1.4 2.9
O 8.499 9.738 -2.964 0.1 0.2 -0.5
C 7.790 7.238 -4.273 0.8 1.1 0.2
C 7.043 7.589 -1.959 -0.9 -0.2 0.5
C 10.649 8.716 -4.481 1.4 0.5 1.1
H 12.321 9.646 -2.273 0.2 0.1 -0.1
H 11.115 9.726 -1.030 -0.4 -0.7 -0.1
H 10.966 10.759 -2.382 -0.2 -0.1 -0.4
H 12.216 7.059 -3.020 0.3 0.7 0.3
H 11.402 7.323 -1.407 0.5 -0.1 0.0
H 10.862 5.103 -2.262 0.1 0.1 0.5
H 10.466 5.644 -3.785 -0.1 0.5 -0.4
H 8.963 6.068 -1.198 -0.2 0.2 0.1
H 8.397 5.332 -2.703 -0.1 -0.1 0.2
H 8.470 6.678 -4.915 -0.2 -0.4 0.2
H 6.741 6.997 -4.445 0.1 -0.8 0.6
H 7.774 8.222 -4.742 0.2 0.3 0.0
H 7.228 7.763 -0.899 0.1 0.5 -0.1
H 6.440 8.358 -2.442 -0.2 0.1 0.5
H 6.512 6.637 -1.982 -0.3 0.0 -0.2
H 10.397 7.805 -5.023 -0.2 0.0 0.4
H 11.709 8.895 -4.660 0.0 0.3 -0.6
H 10.060 9.562 -4.837 0.3 0.0 -0.3
H 8.616 9.600 -3.906 -0.7 1.2 -0.8
C 3.151 -1.996 -8.339 0.2 0.2 0.8
C 4.081 -0.736 -8.153 0.2 -0.5 -3.0
C 5.399 -1.053 -9.001 -0.9 -0.5 -0.5
C 5.320 -0.861 -10.537 -1.4 0.4 0.8
C 4.643 0.487 -10.818 2.1 -0.2 0.6
C 3.341 0.771 -10.111 -1.0 -2.4 0.6
N 3.490 0.501 -8.637 0.9 1.0 -0.2
O 2.319 0.829 -7.841 0.5 -0.5 -1.2
C 3.079 2.242 -10.302 -0.5 -0.8 0.0
C 2.212 -0.122 -10.754 0.0 0.8 0.3
C 4.618 -0.575 -6.787 -0.6 0.0 1.4
H 3.288 -2.671 -7.494 0.0 0.0 0.2
H 3.412 -2.622 -9.193 -0.1 0.4 -0.3
H 2.091 -1.746 -8.365 0.1 0.1 -0.1
H 6.255 -0.556 -8.542 0.0 0.2 -0.2
H 5.504 -2.129 -8.861 0.5 0.0 0.3
H 4.683 -1.629 -10.976 0.1 -0.3 0.1
H 6.297 -0.957 -11.010 0.0 0.2 0.1
H 4.597 0.688 -11.889 -0.4 0.0 0.0
H 5.354 1.201 -10.402 0.2 0.5 -0.1
H 2.018 2.372 -10.087 0.1 0.8 0.0
H 3.771 2.765 -9.642 -0.3 0.4 -0.1
H 3.315 2.426 -11.350 -0.3 0.5 0.1
H 1.387 -0.255 -10.056 -0.1 0.3 0.0
H 1.870 0.423 -11.634 -0.3 -0.2 -0.1
H 2.475 -1.133 -11.067 0.5 0.1 0.1
H 5.032 -1.569 -6.619 0.5 0.3 0.9
H 3.879 -0.324 -6.026 -0.4 -0.5 0.0
H 5.312 0.261 -6.697 0.5 -0.3 -0.4
H 2.549 1.705 -7.523 -0.1 0.1 0.1
C -1.965 3.434 9.614 -1.1 -0.7 -0.6
C -3.102 2.371 9.685 0.2 -1.8 0.5
C -3.174 1.898 11.183 -0.3 -1.7 -0.8
C -4.503 1.204 11.620 0.9 0.6 0.0
C -5.669 2.055 11.275 0.2 0.9 0.0
C -5.694 2.493 9.813 -1.7 -0.3 -1.9
N -4.409 2.898 9.263 1.6 0.8 2.1
O -4.396 3.367 7.955 -0.3 0.2 0.1
C -6.331 1.340 8.916 -0.3 0.5 0.9
C -6.660 3.713 9.674 0.1 -0.7 -0.2
C -2.743 1.086 8.794 -0.3 0.4 1.0
H -1.961 3.682 8.552 0.4 0.8 0.2
H -0.982 3.069 9.911 -0.1 -0.5 -0.1
H -2.179 4.257 10.296 -0.3 0.2 -0.4
H -2.477 1.064 11.263 0.6 0.2 -0.1
H -2.761 2.660 11.844 -0.7 0.2 0.2
H -4.493 1.030 12.696 0.1 0.0 0.1
H -4.659 0.225 11.167 0.5 -0.1 -0.2
H -5.604 2.969 11.865 -0.1 0.1 0.2
H -6.574 1.524 11.573 -0.3 0.3 -0.4
H -5.892 0.363 9.117 0.2 0.1 -0.3
H -7.393 1.257 9.148 -0.1 -0.1 0.3
H -6.372 1.575 7.853 0.5 0.0 -0.1
H -6.310 4.598 10.205 0.2 -0.1 -0.1
H -6.773 3.915 8.609 0.0 0.3 0.1
H -7.651 3.460 10.049 0.0 -0.1 0.1
H -2.669 1.279 7.724 0.2 0.2 0.1
H -3.497 0.313 8.940 -0.5 0.2 -0.1
H -1.863 0.564 9.171 0.5 0.5 -0.2
H -4.700 2.641 7.406 0.0 -0.4 -0.4
C -12.141 1.920 1.691 -1.8 -0.9 -0.3
C -13.271 2.892 2.087 1.4 1.5 0.3
C -14.092 3.343 0.820 1.1 -0.2 1.5
C -15.136 2.380 0.360 0.7 -0.1 -0.9
C -16.022 1.918 1.500 0.1 -0.2 -1.0
C -15.287 1.466 2.800 0.9 -0.3 0.4
N -14.205 2.462 3.168 -1.0 1.1 -1.6
O -13.553 2.187 4.387 0.3 -0.9 -0.4
C -16.307 1.443 3.956 0.0 0.5 -0.5
C -14.725 0.027 2.603 -0.9 -0.1 0.3
C -12.451 4.167 2.547 -1.5 -0.5 1.0
H -11.400 1.745 2.470 0.0 0.2 -0.2
H -11.743 2.256 0.733 0.5 0.0 0.3
H -12.689 1.003 1.474 0.7 -0.5 -0.1
H -14.556 4.291 1.092 0.0 0.1 -0.1
H -13.356 3.502 0.032 0.0 0.3 0.0
H -14.705 1.586 -0.250 0.3 -0.5 0.5
H -15.672 2.922 -0.418 -0.7 0.0 0.2
H -16.559 1.069 1.079 -0.2 -0.3 0.5
H -16.761 2.720 1.515 -0.1 0.0 1.3
H -17.002 0.615 3.814 -0.2 0.2 -0.1
H -15.926 1.352 4.973 0.5 -0.1 -0.3
H -16.799 2.411 3.867 -0.4 -0.1 0.4
H -15.546 -0.686 2.689 -0.4 0.1 0.0
H -14.319 -0.213 1.620 0.5 0.4 0.2
H -14.097 -0.241 3.452 0.5 0.2 -0.3
H -12.031 4.015 3.541 0.4 -0.5 -0.1
H -13.150 4.976 2.759 0.0 0.4 -0.6
H -11.653 4.425 1.852 -0.3 0.1 -0.1
H -13.806 2.889 4.991 -0.2 0.2 -0.1
O -2.999 1.454 1.382 -3.0 -0.3 2.1
C -2.053 1.556 0.715 1.0 1.1 0.0
O -1.743 0.638 -0.194 -0.8 -1.0 -0.5
C -0.675 1.119 -0.936 2.4 -0.2 -0.5
C 0.096 1.926 0.161 1.6 -0.3 -3.0
C -0.999 2.641 0.784 -0.3 0.2 1.3
H -1.040 1.631 -1.826 0.0 0.8 0.2
H -0.096 0.299 -1.360 0.0 -0.3 0.4
H 0.839 2.624 -0.225 0.3 -0.3 -0.2
H 0.552 1.230 0.865 0.1 -0.1 -0.2
H -1.270 3.562 0.269 -0.2 -0.1 0.0
H -0.651 2.838 1.798 -1.0 0.4 0.2
O -0.793 7.475 -4.460 -2.3 2.0 1.2
C -1.482 8.389 -3.998 1.9 -1.0 -0.4
O -2.666 8.240 -3.332 0.2 -0.4 -0.3
C -3.203 9.537 -2.895 0.4 -0.7 -0.7
C -1.926 10.340 -2.752 0.1 0.4 0.4
C -1.145 9.883 -3.968 -0.3 0.1 -0.1
H -3.851 9.364 -2.036 0.5 0.0 0.1
H -3.838 9.877 -3.713 0.0 0.3 0.0
H -1.385 9.998 -1.869 -0.1 0.0 0.2
H -2.005 11.424 -2.680 -0.4 -0.1 -0.1
H -0.106 10.211 -3.934 0.0 -0.7 -0.1
H -1.589 10.326 -4.860 0.0 0.0 -0.2
```
Positions in Å, forces in eV/Å.

Summary:
- highest occupied orbital energy (eV) = -7.79
- ΔE to the lowest compared entry with this formula, charge and spin (kJ/mol) = 365.6
- Kohn-Sham gap (eV) = 8.25
- SMILES = CC1(C)CCCC(C)(C)N1O.CC1(C)CCCC(C)(C)N1O.CC1(C)CCCC(C)(C)N1O.CC1(C)CCCC(C)(C)N1O.CC1(C)CCCC(C)(C)N1O.CC1(C)CCCC(C)(C)N1O.CC1(C)CCCC(C)(C)N1O.O=C1CCCO1.O=C1CCCO1
- spin multiplicity = 1
- lowest unoccupied orbital energy (hartree) = 0.0168